The following is a DFT calculation (ωB97M-V/def2-TZVPD) of a molecular structure, C37H30FeIN3O2PS2.

Values from the calculation:
orbital gap (spin up / spin down): 7.47 / 7.50 eV
charge: 0
HOMO level (spin up / spin down): -0.2886 / -0.2889 Ha
2S+1: 2
relative energy (zero: lowest compared OMol25 entry of this formula, charge and spin): 0.789 eV
E_tot: -120870.0177 eV

Element x y z (Å)
Fe1 0.88680 0.18088 -0.20328
C1 4.74373 0.69506 2.19756
C2 3.68528 1.74040 2.35662
N1 4.00950 2.90308 2.86521
C3 3.06904 3.85389 3.03112
C4 1.74971 3.66822 2.72012
C5 0.74700 4.77054 2.91117
O1 0.11844 5.15413 1.68669
C6 1.36630 2.43158 2.14666
C7 0.00246 2.13789 1.86333
N2 -0.37275 1.19336 1.07280
C8 -1.74188 0.94036 0.90810
C9 -2.65420 1.93234 0.56564
C10 -3.97998 1.59240 0.34014
C11 -4.39642 0.27482 0.45106
C12 -3.49004 -0.72100 0.79502
C13 -2.17025 -0.38334 1.01819
I1 -0.69076 -1.76851 1.54387
C14 2.34608 1.43067 1.93343
O2 2.09426 0.27076 1.43123
H1 5.71009 1.11337 2.46693
H2 4.76377 0.31638 1.17490
H3 4.52625 -0.16063 2.84109
H4 3.41526 4.79643 3.44142
H5 1.23229 5.62730 3.38685
H6 -0.07043 4.46061 3.56527
H7 0.80503 5.48510 1.09793
H8 -0.77301 2.71108 2.37045
H9 -2.30898 2.95240 0.44683
H10 -4.68885 2.36145 0.06240
H11 -5.42969 0.01389 0.26632
H12 -3.81200 -1.74942 0.88437
C15 -0.66581 3.49647 -2.20198
C16 -1.58659 2.93637 -3.08013
C17 -1.69087 1.56375 -3.17375
C18 -0.87424 0.76916 -2.37978
N3 -0.04047 1.32853 -1.49027
C19 0.08846 2.65273 -1.41603
C20 -0.72390 -0.68205 -2.39764
C21 -1.37183 -1.54419 -3.27960
C22 -1.04845 -2.88783 -3.26796
C23 -0.05814 -3.35202 -2.40751
C24 0.58128 -2.48993 -1.53200
C25 0.23400 -1.14457 -1.48862
H13 -0.53219 4.56585 -2.12646
H14 -2.20488 3.57369 -3.69829
H15 -2.36991 1.09403 -3.87101
H16 0.81437 3.02215 -0.70122
H17 -2.11234 -1.16430 -3.97320
H18 -1.53839 -3.57376 -3.94698
H19 0.22388 -4.39736 -2.43027
H20 1.35043 -2.87378 -0.87135
S1 1.96809 1.47700 -4.25802
P1 3.05128 0.23479 -3.20576
S2 2.90107 0.09375 -1.13442
C26 2.92295 -1.48243 -3.80525
C27 3.78747 -2.45476 -3.30560
C28 3.67289 -3.76712 -3.72903
C29 2.69317 -4.11697 -4.65236
C30 1.83286 -3.15119 -5.14795
C31 1.94696 -1.83282 -4.72463
C32 4.82595 0.61261 -3.39104
C33 5.44056 0.24323 -4.58584
C34 6.76081 0.58457 -4.82635
C35 7.47572 1.30498 -3.87809
C36 6.86487 1.68044 -2.69186
C37 5.54229 1.33720 -2.44630
H21 4.54637 -2.18382 -2.58090
H22 4.34901 -4.51833 -3.34144
H23 2.60704 -5.14352 -4.98562
H24 1.06601 -3.41994 -5.86350
H25 1.28429 -1.06788 -5.10965
H26 4.88276 -0.31246 -5.33012
H27 7.23119 0.28941 -5.75540
H28 8.50733 1.57325 -4.06614
H29 7.41670 2.24330 -1.95024
H30 5.07108 1.63028 -1.51741

Results of the Löwdin charge analysis, in e, for atoms 1 through 5: atom 1 (Fe): 0.262, atom 2 (C): -0.022, atom 3 (C): -0.252, atom 4 (N): 0.117, atom 5 (C): -0.109

The following is a DFT calculation (ωB97M-V/def2-TZVPD) of 2 unconnected molecules or ions with the total composition H5N2OP.

Values from the calculation:
orbital gap: 10.31 eV
charge: 0
HOMO level: -0.3710 Ha
relative energy (zero: lowest compared OMol25 entry of this formula, charge and spin): 2.084 eV
E_tot: -14397.1040 eV

Element x y z (Å)
N1 0.27254 0.63900 1.17440
N2 -0.93499 -0.18870 -1.15693
O1 1.50588 0.82031 -0.98823
P1 0.49479 -0.03298 -0.35417
H1 -0.32145 -0.52423 1.74058
H2 0.97086 0.78134 1.91946
H3 -1.29492 0.71644 -1.45707
H4 -1.64666 -0.90521 -0.73945
H5 0.95394 -1.30598 -0.13860

Results of the Löwdin charge analysis, in e, for atoms 1 through 5: atom 1 (N): -0.176, atom 2 (N): -0.124, atom 3 (O): -0.383, atom 4 (P): 0.303, atom 5 (H): 0.191

The following is a DFT calculation (ωB97M-V/def2-TZVPD) of a molecular structure, C40H38N6PtS2.

Values from the calculation:
orbital gap (spin up / spin down): 6.22 / 6.30 eV
charge: 0
HOMO level (spin up / spin down): -0.2287 / -0.2547 Ha
2S+1: 5
relative energy (zero: lowest compared OMol25 entry of this formula, charge and spin): 0.817 eV
E_tot: -75951.4515 eV

Element x y z (Å)
Pt1 -0.71913 0.17195 -1.19051
S1 -2.94766 0.11694 -0.18357
C1 -3.44422 1.80273 -0.37348
C2 -3.04663 2.88529 0.39685
C3 -3.51695 4.15511 0.09050
C4 -4.39409 4.32951 -0.97695
C5 -4.81523 3.24382 -1.73044
C6 -4.33945 1.97274 -1.42597
S2 -4.75692 0.48693 -2.24727
H1 -2.37281 2.73552 1.23111
H2 -3.21258 5.00498 0.68743
H3 -4.76334 5.31877 -1.21457
H4 -5.50355 3.38099 -2.55422
C7 -0.00639 -2.75268 -2.47622
N1 -1.05449 -1.72807 -2.65515
C8 -2.38329 -2.28632 -2.36798
C9 -1.05240 -1.17241 -4.03055
C10 -1.38014 0.30030 -4.09113
C11 -1.80943 0.85371 -5.29286
C12 -2.09084 2.20738 -5.38217
C13 -1.95186 3.00975 -4.25654
C14 -1.52950 2.45525 -3.05664
C15 -1.22937 1.09684 -2.95918
H5 -0.43040 -3.74920 -2.64586
H6 1.40759 -3.54332 -1.13974
H7 0.76218 -2.60825 -3.23653
H8 -2.59113 -3.12565 -3.04374
H9 -3.13158 -1.50895 -2.50244
H10 -2.42973 -2.64070 -1.34100
H11 -1.75873 -1.73685 -4.65186
H12 -0.06428 -1.34285 -4.46599
H13 -1.94424 0.21714 -6.16162
H14 -2.43462 2.62894 -6.31749
H15 -2.19491 4.06403 -4.30706
H16 -1.47866 3.08434 -2.17306
C16 -0.39131 -0.02835 2.44982
C17 0.02956 1.21889 1.76362
N2 -0.05166 1.46071 0.47294
C18 0.41556 2.73595 0.25996
C19 0.78758 3.27694 1.44276
N3 0.53349 2.31010 2.39865
C20 0.86130 2.42460 3.80217
N4 1.98897 1.61539 4.17806
N5 1.80876 0.47058 4.87839
N6 2.91986 -0.14320 4.99543
C21 3.89061 0.59361 4.34343
C22 5.25283 0.33481 4.15629
C23 5.96449 1.24469 3.41348
C24 5.34667 2.39483 2.86796
C25 4.01076 2.66396 3.04953
C26 3.29599 1.72803 3.80665
H17 -1.28954 -0.39881 1.95716
H18 -0.60379 0.14323 3.50347
H19 0.39041 -0.78616 2.38871
H20 0.42393 3.17028 -0.72404
H21 1.17051 4.24686 1.70434
H22 0.02715 2.11932 4.43087
H23 1.08514 3.47376 3.99678
H24 5.71268 -0.54933 4.57452
H25 7.01841 1.08362 3.23426
H26 5.94668 3.08159 2.28599
H27 3.54551 3.53562 2.61265
C27 -0.89796 -6.56226 2.16212
C28 0.06194 -6.53050 1.15483
C29 0.29188 -5.37395 0.43708
C30 -0.44174 -4.19464 0.70724
C31 -1.41805 -4.25643 1.73167
C32 -1.63693 -5.41531 2.44358
C33 -0.25600 -2.97156 0.02551
C34 0.68467 -2.72102 -1.10831
C35 1.48397 -1.44529 -0.87550
C36 1.59755 -0.42607 -1.83397
C37 2.42302 0.68440 -1.58526
C38 3.09050 0.80756 -0.38725
C39 2.96514 -0.19392 0.57780
C40 2.16689 -1.29608 0.33489
H28 -1.07128 -7.47184 2.72060
H29 0.63420 -7.42115 0.92974
H30 1.04484 -5.37963 -0.33878
H31 -1.99688 -3.36640 1.94859
H32 -2.38761 -5.43218 3.22255
H33 -0.88257 -2.13838 0.33197
H34 1.24278 -0.56608 -2.84521
H35 2.50783 1.44990 -2.34574
H36 3.71700 1.66922 -0.19647
H37 3.51364 -0.12055 1.50722
H38 2.08140 -2.07707 1.08309

Results of the Löwdin charge analysis, in e, for atoms 1 through 5: atom 1 (Pt): 0.925, atom 2 (S): 0.603, atom 3 (C): -0.690, atom 4 (C): -0.124, atom 5 (C): -0.104

The following is a DFT calculation (ωB97M-V/def2-TZVPD) of 2 unconnected molecules or ions with the total composition C2H9NOS2.

Values from the calculation:
orbital gap: 8.90 eV
charge: 0
HOMO level: -0.3070 Ha
relative energy (zero: lowest compared OMol25 entry of this formula, charge and spin): 0.753 eV
E_tot: -27427.3406 eV
SMILES string: CSS.NCO

Element x y z (Å)
C1 -1.60200 -0.45313 1.89245
S1 -2.39974 0.41628 0.51464
S2 -1.09276 -0.13392 -1.01189
H1 -1.12010 0.25327 2.54956
H2 -2.36577 -1.04091 2.38806
H3 -0.85821 -1.15846 1.50589
H4 -2.02898 -0.22029 -1.96708
N1 2.30618 0.81274 -1.12609
C2 3.19840 0.10550 -0.24278
O1 2.45429 -0.50272 0.82207
H5 2.31576 1.81277 -0.95050
H6 1.37483 0.53194 -0.82263
H7 3.96532 0.74054 0.20327
H8 3.70694 -0.68077 -0.80878
H9 2.58125 -1.45832 0.81094

Results of the Löwdin charge analysis, in e, for atoms 1 through 5: atom 1 (C): -0.485, atom 2 (S): 0.375, atom 3 (S): 0.337, atom 4 (H): 0.023, atom 5 (H): 0.020

The following is a DFT calculation (ωB97M-V/def2-TZVPD) of 2 unconnected molecules or ions with the total composition C4H6O2.

Values from the calculation:
orbital gap: 11.57 eV
charge: 0
HOMO level: -0.3911 Ha
relative energy (zero: lowest compared OMol25 entry of this formula, charge and spin): 2.047 eV
E_tot: -8338.4142 eV
SMILES string: CC(=O)O.C#C

Element x y z (Å)
C1 -2.55801 -0.33753 0.03435
C2 -1.11274 0.15281 0.00397
O1 -0.68494 1.28568 -0.03337
O2 -0.33133 -0.96706 -0.03265
H1 -3.26960 0.49063 -0.08459
H2 -2.66551 -1.05141 -0.76621
H3 -2.73919 -0.93133 0.91839
H4 0.60370 -0.65242 -0.01988
C3 2.34796 0.52416 0.04806
C4 3.12876 -0.41958 -0.02960
H5 1.59261 1.29844 0.07144
H6 3.77234 -1.22202 0.06837

Results of the Löwdin charge analysis, in e, for atoms 1 through 5: atom 1 (C): 0.011, atom 2 (C): -0.532, atom 3 (O): 0.071, atom 4 (O): 0.060, atom 5 (H): 0.092